No. 1
This record from the Open Molecules 2025 dataset describes C6H13IN3O6S2 as an isolated structure. The level of theory is the ωB97M-V functional and the def2-TZVPD basis.

Output
LUMO energy ... 2.265 eV
HOMO ... -6.357 eV
Multiplicity ... 1
E ... -1946.15138 a.u.
Orbital gap ... 8.62 eV
Net charge ... -1
Max |F| ... 0.84 eV/Å

Element x y z (Å)
1 C 0.508 -2.121 2.778
2 C -0.480 -0.973 2.897
3 I -2.470 -1.766 2.394
4 C -0.251 0.282 2.020
5 S 1.397 0.508 1.359
6 O 1.467 1.909 1.016
7 O 2.311 0.068 2.387
8 N 1.555 -0.494 0.114
9 S 0.777 -0.138 -1.224
10 O 1.679 0.288 -2.268
11 O -0.381 0.719 -1.021
12 C 0.055 -1.673 -1.890
13 C -0.153 -2.837 -0.967
14 N 0.819 -3.496 -0.492
15 H 0.818 -2.287 1.757
16 H 1.378 -1.879 3.382
17 H 0.067 -3.029 3.183
18 H -0.605 -0.677 3.929
19 H -0.968 0.343 1.213
20 H -0.406 1.160 2.644
21 H 0.634 -1.963 -2.760
22 H -0.916 -1.329 -2.237
23 H -1.188 -3.110 -0.762
24 H 0.457 -4.246 0.095
25 C -0.552 3.594 -1.980
26 N -1.280 4.112 -3.171
27 O -1.899 5.154 -3.060
28 O -1.222 3.462 -4.190
29 H -0.706 4.293 -1.167
30 H -0.945 2.611 -1.738
31 H 0.498 3.514 -2.242

No. 2
This record from the Open Molecules 2025 dataset describes one molecule with the formula C6H13IOS. The level of theory is the ωB97M-V functional and the def2-TZVPD basis.

Output
LUMO energy ... 0.376 eV
HOMO ... -9.133 eV
Multiplicity ... 1
E ... -1007.42978 a.u.
Orbital gap ... 9.51 eV
Energy relative to the best compared isomer or geometry (same formula, charge and spin) ... 19.7 kJ/mol
Max |F| ... 4.43 eV/Å

Element x y z (Å)
1 C -0.349 -2.245 -0.124
2 C -0.209 -0.710 1.815
3 C -1.696 -0.225 -0.298
4 C 0.953 2.730 -1.307
5 C 0.779 0.031 -0.377
6 C -0.356 -0.830 0.264
7 O 1.758 1.927 1.077
8 S 0.577 1.735 0.252
9 I 2.761 -0.737 0.140
10 H -0.522 -2.246 -1.305
11 H -1.178 -2.823 0.255
12 H 0.440 -2.972 0.156
13 H -1.280 -0.623 2.237
14 H 0.405 0.221 2.029
15 H 0.355 -1.554 2.303
16 H -2.435 -1.011 -0.552
17 H -1.546 0.620 -1.024
18 H -2.255 0.327 0.537
19 H 0.843 1.983 -2.162
20 H 1.922 3.023 -1.072
21 H 0.105 3.512 -1.256
22 H 0.926 -0.132 -1.590

No. 3
This record from the Open Molecules 2025 dataset describes an isolated ion of composition C6H13N and charge -1. The level of theory is the ωB97M-V functional and the def2-TZVPD basis.

Output
LUMO energy (spin up / spin down) ... 4.091 / 3.941 eV
HOMO (spin up / spin down) ... 1.373 / -3.856 eV
⟨S²⟩ ... 0.7504
Multiplicity ... 2
E ... -291.09339 a.u.
Orbital gap (spin up / spin down) ... 2.72 / 7.80 eV
Net charge ... -1
Energy relative to the best compared isomer or geometry (same formula, charge and spin) ... 28.7 kJ/mol
Max |F| ... 1.19 eV/Å

Element x y z (Å)
1 C 2.396 -0.203 0.153
2 C 1.130 0.695 0.276
3 C -0.093 -0.092 -0.113
4 C -0.619 -0.038 -1.344
5 N -0.097 0.608 -2.460
6 C -0.837 -0.884 0.958
7 C -2.080 -0.135 1.468
8 H 2.327 -0.740 -0.796
9 H 3.302 0.405 0.106
10 H 2.392 -0.960 0.919
11 H 1.033 1.133 1.271
12 H 1.291 1.507 -0.438
13 H -1.469 -0.671 -1.565
14 H -0.730 0.605 -3.253
15 H 0.362 1.498 -2.329
16 H -1.144 -1.855 0.556
17 H -0.121 -1.109 1.754
18 H -1.784 0.676 2.148
19 H -2.711 -0.802 2.060
20 H -2.549 0.365 0.629

No. 4
This record from the Open Molecules 2025 dataset describes C6H13N as an isolated structure. The level of theory is the ωB97M-V functional and the def2-TZVPD basis.

Output
LUMO energy ... 0.437 eV
HOMO ... -8.017 eV
Multiplicity ... 1
E ... -291.01816 a.u.
Orbital gap ... 8.45 eV
Energy relative to the best compared isomer or geometry (same formula, charge and spin) ... 369.1 kJ/mol
Max |F| ... 5.22 eV/Å

Element x y z (Å)
1 C 0.320 2.017 1.068
2 C 0.958 0.846 0.320
3 C 0.033 -0.157 -0.322
4 C 0.282 -0.380 -1.649
5 N 0.928 0.356 -2.659
6 C -0.347 -1.403 0.455
7 C -1.826 -1.455 0.833
8 H 1.084 2.538 1.652
9 H -0.479 1.745 1.760
10 H -0.113 2.748 0.386
11 H 1.639 0.367 1.039
12 H 1.688 1.236 -0.387
13 H -0.424 -1.055 -2.164
14 H 1.274 1.244 -2.287
15 H 1.464 -0.596 -1.964
16 H 0.242 -1.449 1.369
17 H -0.064 -2.283 -0.103
18 H -2.143 -2.301 1.442
19 H -2.126 -0.523 1.316
20 H -2.390 -1.497 -0.103

No. 5
This record from the Open Molecules 2025 dataset describes one molecule with the formula C6H13N. The level of theory is the ωB97M-V functional and the def2-TZVPD basis.

Output
LUMO energy (spin up / spin down) ... 0.893 / 0.813 eV
HOMO (spin up / spin down) ... -6.616 / -6.722 eV
Multiplicity ... 1
E ... -290.99196 a.u.
Orbital gap (spin up / spin down) ... 7.51 / 7.54 eV
Energy relative to the best compared isomer or geometry (same formula, charge and spin) ... 437.9 kJ/mol
Max |F| ... 2.05 eV/Å

Element x y z (Å)
1 C -0.455 0.416 2.845
2 C 0.088 0.220 1.422
3 C -1.028 0.394 0.414
4 N -0.566 -0.307 -1.087
5 C -0.849 0.907 -1.645
6 C 0.449 -1.165 -1.256
7 C 1.691 -0.884 -2.076
8 H -1.297 -0.258 3.039
9 H -0.798 1.439 3.042
10 H 0.319 0.190 3.586
11 H 0.913 0.931 1.255
12 H 0.510 -0.780 1.313
13 H -1.278 1.462 0.404
14 H -1.927 -0.151 0.666
15 H -0.323 1.142 -2.555
16 H -1.927 1.094 -1.640
17 H 0.324 -2.204 -0.923
18 H 1.774 -1.440 -3.025
19 H 1.816 0.182 -2.304
20 H 2.562 -1.187 -1.475

No. 6
This record from the Open Molecules 2025 dataset describes a 2-piece molecular cluster, C6H13N overall. The level of theory is the ωB97M-V functional and the def2-TZVPD basis.

Output
LUMO energy ... 1.132 eV
HOMO ... -8.095 eV
Multiplicity ... 1
E ... -291.10088 a.u.
Orbital gap ... 9.23 eV
Energy relative to the best compared isomer or geometry (same formula, charge and spin) ... 151.9 kJ/mol
Max |F| ... 2.39 eV/Å
SMILES ... C/C=C/N.C=CC

Element x y z (Å)
1 C -1.529 0.158 -2.344
2 C -0.254 0.888 -2.022
3 C 0.219 0.992 -0.769
4 N 1.355 1.835 -0.442
5 H -1.581 -0.754 -1.725
6 H -2.361 0.820 -2.264
7 H -1.526 -0.197 -3.392
8 H 0.204 1.479 -2.818
9 H -0.078 0.328 0.059
10 H 1.186 2.385 0.406
11 H 1.507 2.490 -1.212
12 C -0.036 -2.219 0.975
13 C 0.623 -1.466 1.897
14 C -0.159 -0.412 2.656
15 H 0.435 -3.006 0.369
16 H -1.093 -2.046 0.781
17 H 1.687 -1.634 2.039
18 H 0.311 0.613 2.522
19 H -1.163 -0.315 2.218
20 H -0.202 -0.652 3.747